{"formula": "C5H9N2", "method": "ωB97M-V/def2-TZVPD", "de_lowest_kj_mol": 361.8, "smiles": "C=C/C=[NH+]\\C=N\\C", "total_charge": 1, "lumo_ev": -5.6, "species": ["N", "N", "C", "C", "C", "C", "C", "H", "H", "H", "H", "H", "H", "H", "H", "H"], "positions_angstrom": [[-1.39648, -0.01363, -0.41295], [0.52560, 1.31721, -0.62744], [1.43780, -0.71136, 0.53887], [2.55174, -1.33715, 0.96585], [1.49639, 0.57496, -0.18448], [-0.86230, 1.13204, -0.61828], [-2.80419, -0.29574, -0.21673], [3.59722, -0.93717, 0.83754], [2.49106, 0.95594, -0.44359], [-1.43203, 2.09600, -0.59620], [-2.90393, -0.62629, 0.92620], [-2.95341, -1.17563, -0.83891], [0.69036, 2.28832, -1.12877], [-3.56159, 0.35130, -0.49863], [0.57955, -1.32264, 0.82940], [2.54423, -2.29615, 1.46812]], "atomic_forces_ev_per_a": [[1.640, 1.977, -0.279], [0.612, 2.504, -1.634], [0.011, -0.390, 0.287], [1.983, 1.266, -0.612], [0.365, -1.122, 0.247], [-3.633, -1.502, 1.685], [1.563, -2.658, 2.211], [-1.222, -0.247, -0.044], [-0.254, -0.134, 0.385], [0.550, -0.680, -0.424], [0.059, 0.687, -2.530], [-0.228, -0.369, 0.341], [0.521, -2.706, 1.407], [-1.038, 2.142, -0.321], [-0.528, 1.163, -0.754], [-0.401, 0.068, 0.034]], "nbo_charge": [-0.34, -0.48, -0.35, -0.15, 0.28, 0.20, -0.45, 0.21, 0.24, 0.19, 0.24, 0.23, 0.46, 0.21, 0.28, 0.23]}



{"formula": "C20H58B2O10Pb", "method": "ωB97M-V/def2-TZVPD", "total_charge": 0, "lumo_ev": -4.5, "species": ["Pb", "O", "O", "O", "O", "O", "O", "O", "O", "O", "O", "C", "C", "C", "C", "C", "C", "C", "C", "C", "C", "C", "C", "C", "C", "C", "C", "C", "C", "C", "C", "B", "B", "H", "H", "H", "H", "H", "H", "H", "H", "H", "H", "H", "H", "H", "H", "H", "H", "H", "H", "H", "H", "H", "H", "H", "H", "H", "H", "H", "H", "H", "H", "H", "H", "H", "H", "H", "H", "H", "H", "H", "H", "H", "H", "H", "H", "H", "H", "H", "H", "H", "H", "H", "H", "H", "H", "H", "H", "H", "H"], "positions_angstrom": [[11.68908, -16.42686, -6.38404], [9.71485, -8.38381, -0.52298], [10.28362, -10.32728, 1.55822], [15.03985, -13.52583, -6.68696], [13.92839, -14.14278, -9.17079], [3.46700, -8.63338, -4.19461], [8.53489, -18.21837, -8.53739], [8.44464, -18.79658, -5.93535], [10.90961, -6.25244, -10.04597], [12.87931, -6.01963, -7.94921], [4.06056, -5.77915, -4.75876], [15.66714, -13.06240, -7.88020], [15.32492, -14.04968, -8.94624], [11.10282, -11.09739, 2.44352], [11.04413, -7.27343, -9.06141], [13.42992, -13.19535, -10.12020], [7.16425, -18.46658, -6.54765], [10.59537, -10.54644, 0.23285], [15.06356, -12.52472, -5.64579], [12.49026, -7.24966, -8.53260], [4.50738, -8.26780, -5.00302], [9.56395, -6.10094, -10.40643], [3.50432, -10.02715, -3.88375], [8.63796, -18.35085, -9.94669], [2.77939, -5.80521, -4.17025], [10.77710, -7.82598, -1.29047], [8.60302, -20.20715, -5.71749], [4.91514, -6.85199, -4.42071], [9.53515, -9.85409, -0.64266], [7.28708, -18.72565, -8.09675], [14.12363, -6.04411, -7.31039], [9.79547, -12.82971, -6.23131], [12.83726, -17.01704, -2.23924], [15.86619, -13.78729, -9.85523], [9.19328, -13.49675, -6.82852], [4.07198, -8.11573, -5.99064], [13.07178, -18.04265, -2.47873], [10.76365, -12.89188, -6.70354], [14.07931, -6.61620, -6.38365], [5.04898, -6.81717, -3.33951], [11.80837, -16.78630, -2.46813], [13.45441, -16.36959, -2.84271], [9.80431, -13.17090, -5.20771], [10.73126, -8.08995, -2.34703], [7.88674, -17.69287, -10.38354], [11.61363, -10.33367, -0.09270], [8.57957, -10.24704, -0.29546], [9.05570, -5.83851, -9.47858], [14.08984, -12.30991, -5.20553], [15.62619, -12.93366, -4.80656], [9.20015, -7.02312, -10.85958], [6.44889, -18.17443, -8.52298], [10.91758, -8.25954, -9.50825], [5.89086, -6.53265, -4.78691], [12.38183, -13.32053, -10.39209], [2.79274, -10.19681, -3.07569], [9.61082, -18.07634, -10.35446], [15.82294, -14.96684, -8.63174], [13.94221, -13.14452, -11.08097], [13.12044, -7.45452, -9.39805], [5.29042, -9.00380, -5.18537], [9.62451, -10.23041, -1.66172], [13.46671, -12.18788, -9.70575], [11.01255, -12.15753, 2.20674], [9.33477, -5.22531, -11.01374], [2.94503, -5.90450, -3.09749], [8.38759, -19.36458, -10.25935], [9.54117, -20.39630, -5.19575], [9.49101, -11.79483, -6.25536], [12.63693, -8.05034, -7.80768], [12.13648, -10.78493, 2.29515], [8.57612, -20.66775, -6.70503], [10.96067, -6.76498, -1.12109], [14.32960, -5.01558, -7.01409], [2.22210, -6.69625, -4.45934], [7.73875, -20.53832, -5.14177], [4.49014, -10.34800, -3.54710], [2.21950, -4.89420, -4.38164], [15.60123, -11.59440, -5.82888], [14.90344, -6.43414, -7.96451], [10.46700, -11.59966, -0.01688], [10.40815, -7.16921, -8.18233], [3.27448, -10.59208, -4.78714], [15.53113, -12.01148, -8.13547], [7.02622, -17.38917, -6.45690], [6.27665, -18.96192, -6.15407], [10.76085, -10.92549, 3.46412], [7.23977, -19.79520, -8.30150], [13.05513, -16.90994, -1.18791], [16.73520, -12.99277, -7.67409], [11.71742, -8.24305, -0.92996]], "atomic_forces_ev_per_a": [[-0.501, 1.412, 1.286], [-1.167, -0.814, -0.509], [0.329, 0.038, 1.198], [-0.317, 1.771, 0.157], [-0.249, -0.608, -0.723], [-0.813, -2.367, 1.676], [0.358, -0.051, -0.118], [-0.996, 0.273, 0.471], [0.464, -0.230, 0.225], [-1.021, 0.019, -0.373], [-0.145, 0.104, -1.033], [0.567, 0.274, 0.969], [0.783, 0.657, -0.414], [-0.398, 0.457, -0.672], [1.700, 0.712, 0.407], [-0.049, 0.919, 0.200], [1.947, 0.197, -1.708], [-1.218, -0.628, -1.593], [0.489, -0.854, 1.220], [0.098, 0.189, -0.483], [0.082, 3.021, -0.569], [-0.442, 0.345, 0.919], [-0.288, 0.506, -0.045], [-0.846, 0.217, -0.116], [0.308, -0.719, 0.670], [0.766, -1.380, 0.587], [-0.753, 0.906, -0.596], [0.974, -0.051, -0.807], [2.033, 1.022, 0.632], [0.088, 0.275, 1.821], [-0.279, 0.232, 0.219], [-0.310, -1.488, 0.314], [-0.083, -0.576, -1.155], [-0.140, 0.197, -0.335], [-2.821, -2.528, -2.355], [0.224, 0.399, -0.491], [0.810, -4.166, -1.162], [4.739, -0.082, -2.175], [0.082, -0.386, 0.088], [-0.294, -0.818, 0.321], [-4.697, 0.897, -0.681], [2.999, 2.946, -2.434], [-0.045, -1.354, 4.236], [-0.335, 0.271, -0.188], [-0.002, 0.107, -0.369], [0.296, 0.549, 0.384], [-0.283, 1.057, 0.254], [-0.721, -0.515, 0.119], [-0.299, -0.012, -0.662], [0.111, -0.335, 0.075], [-0.401, 0.050, -0.043], [-0.098, -0.180, -0.520], [-0.308, -0.193, -0.027], [0.051, -0.131, -0.396], [-0.030, -0.742, 0.564], [-0.091, -0.144, -0.259], [0.102, 0.015, 0.518], [-0.928, -0.629, 0.007], [0.583, -0.490, 0.079], [0.401, -0.056, -0.129], [0.349, 0.028, 0.796], [0.259, 0.416, -0.335], [0.166, 0.131, 0.177], [0.022, -0.189, 0.006], [0.797, -0.181, -0.523], [-0.359, 0.178, 0.398], [0.154, -0.216, -0.022], [-0.156, 0.099, -0.069], [-0.962, 4.057, -0.176], [-0.179, -0.301, 0.100], [0.222, -0.089, 0.319], [0.253, -0.538, 0.111], [-1.034, 0.089, -0.022], [0.201, -0.021, -0.209], [-0.206, 0.162, -0.235], [0.184, -0.382, 0.203], [0.186, 0.159, 0.116], [0.318, -0.023, -0.197], [-0.225, 0.009, -0.878], [0.210, 0.004, -0.032], [0.053, -0.592, 0.081], [-0.611, 0.312, -0.245], [-0.281, -0.306, 0.056], [-1.289, 0.145, 0.007], [0.183, -0.035, 0.401], [0.267, -0.345, 0.313], [0.112, 0.119, -0.137], [-0.220, -0.078, -0.275], [0.669, 0.968, 4.110], [0.563, -0.744, -0.288], [0.338, -0.341, -0.027]], "lowdin_charge": [1.55, -0.19, -0.17, -0.18, -0.19, -0.22, -0.21, -0.24, -0.18, -0.18, -0.19, -0.23, -0.22, -0.08, -0.20, -0.09, -0.15, -0.27, -0.08, -0.21, -0.21, -0.12, -0.08, -0.10, -0.11, -0.12, -0.08, -0.18, -0.13, -0.21, -0.12, -0.40, -0.41, 0.12, -0.11, 0.12, -0.10, -0.11, 0.08, 0.12, -0.11, -0.11, -0.09, 0.08, 0.09, 0.12, 0.12, 0.08, 0.09, 0.08, 0.09, 0.13, 0.12, 0.12, 0.09, 0.09, 0.09, 0.13, 0.09, 0.12, 0.12, 0.12, 0.09, 0.08, 0.09, 0.09, 0.09, 0.09, -0.06, 0.12, 0.09, 0.08, 0.09, 0.09, 0.08, 0.09, 0.09, 0.09, 0.08, 0.09, 0.12, 0.13, 0.09, 0.12, 0.12, 0.12, 0.09, 0.11, -0.07, 0.13, 0.07]}



{"formula": "C2H4NS", "method": "ωB97M-V/def2-TZVPD", "de_lowest_kj_mol": 631.4, "total_charge": 1, "lumo_ev": [-5.4, -7.8], "species": ["S", "N", "C", "C", "H", "H", "H", "H"], "positions_angstrom": [[-1.82077, -0.17850, 1.48212], [-0.10881, 0.82000, 0.03709], [-1.17006, -0.16344, -0.19787], [-0.19475, -0.43646, 0.83937], [0.68252, -2.50691, 1.33349], [-1.48923, -0.50765, -1.19453], [-0.50711, 1.84822, 0.29797], [0.82430, 0.77564, -0.49646]], "atomic_forces_ev_per_a": [[-0.396, -0.100, 0.132], [1.594, 3.196, -0.601], [0.769, -1.156, -0.462], [-1.413, -0.999, 0.231], [-0.324, 1.369, -0.353], [0.130, 0.021, 0.831], [1.657, -2.815, -0.012], [-2.017, 0.485, 0.234]], "nbo_charge": [0.35, -0.61, -0.24, 0.04, 0.23, 0.31, 0.47, 0.47]}



Number 1: electronic energy -305.0922 a.u., M 97.141 u. Number 2: electronic energy -1790.9958 a.u., M 687.498 u. Number 3: electronic energy -530.9833 a.u., M 74.128 u.